[1]
Computed, not measured: 2 unconnected molecules or ions with the total composition C2H8N2O2 in a non-equilibrium geometry, with the ωB97M-V functional and the def2-TZVPD basis.

Structure (SMILES): NCC(N)=O.O
HOMO level, eV: -9.199
Kohn-Sham gap, eV: 9.8

```
14
C2H8N2O2 | the Open Molecules 2025 dataset | the ωB97M-V functional and the def2-TZVPD basis
N -2.328 -1.261 -0.366
C -2.017 0.031 -0.944
C -0.531 0.432 -0.915
N 0.044 0.531 0.336
O 0.085 0.661 -1.925
H -1.852 -2.024 -0.827
H -2.077 -1.360 0.601
H -2.212 0.005 -2.013
H -2.644 0.784 -0.482
H 1.010 0.822 0.304
H -0.434 -0.003 1.035
O 4.311 0.549 1.343
H 4.891 -0.067 1.802
H 3.755 0.901 2.051
```

[2]
Computed, not measured: a molecular structure, C40H47BI2IrN8O3S3 in a non-equilibrium geometry, with the ωB97M-V functional and the def2-TZVPD basis.

Multiplicity: 2
HOMO level (alpha / beta), eV: -12.983 / -13.273
Kohn-Sham gap (alpha / beta), eV: 7.3 / 5.8
Total charge: +2

```
105
C40H47BI2IrN8O3S3 | the Open Molecules 2025 dataset | the ωB97M-V functional and the def2-TZVPD basis
Ir -1.455 -1.508 -1.492
C -0.035 -3.753 3.082
C 0.702 -2.670 2.369
C 2.016 -2.354 2.586
C 2.663 -1.339 1.846
N 2.010 -0.649 0.941
N 0.737 -0.960 0.746
B -0.110 -0.072 -0.205
N -0.940 0.898 0.667
N -0.576 1.174 1.904
C -1.214 2.153 2.509
C -2.227 2.871 1.836
C -2.597 2.572 0.550
C -3.650 3.306 -0.213
C -1.903 1.493 -0.025
S -2.105 0.799 -1.602
C -0.751 2.458 3.927
C 0.668 3.038 3.841
C -1.672 3.465 4.615
C -0.725 1.156 4.736
N 0.856 0.752 -1.058
N 1.188 1.988 -0.665
C 2.157 2.567 -1.318
C 2.824 1.902 -2.388
C 2.476 0.648 -2.780
C 3.131 -0.115 -3.883
C 1.395 0.073 -2.055
S 0.762 -1.485 -2.318
C 2.555 3.972 -0.903
C 2.286 4.917 -2.082
C 1.753 4.429 0.314
C 4.049 3.980 -0.551
C 0.073 -1.919 1.360
S -1.531 -2.136 0.765
C 4.115 -0.930 2.058
C 4.882 -1.995 2.843
C 4.112 0.391 2.842
C 4.790 -0.716 0.699
H 0.607 -4.256 3.802
H -0.399 -4.484 2.357
H -0.902 -3.352 3.610
H 2.577 -2.907 3.327
H -2.730 3.676 2.354
H -4.194 3.991 0.433
H -4.356 2.609 -0.666
H -3.198 3.881 -1.024
H 0.679 3.983 3.294
H 1.344 2.341 3.342
H 1.047 3.227 4.846
H -1.659 4.441 4.125
H -1.328 3.619 5.637
H -2.705 3.113 4.667
H -0.033 0.434 4.300
H -1.716 0.698 4.787
H -0.400 1.370 5.755
H 3.629 2.416 -2.898
H 3.920 0.473 -4.347
H 2.396 -0.390 -4.642
H 3.563 -1.043 -3.502
H 1.237 4.883 -2.385
H 2.900 4.676 -2.951
H 2.519 5.943 -1.793
H 0.683 4.471 0.100
H 2.084 5.428 0.599
H 1.899 3.761 1.164
H 4.679 3.697 -1.395
H 4.261 3.302 0.278
H 4.345 4.985 -0.249
H 4.526 -2.087 3.871
H 5.933 -1.713 2.896
H 4.827 -2.975 2.364
H 3.664 0.268 3.830
H 3.556 1.160 2.302
H 5.138 0.738 2.979
H 4.774 -1.628 0.098
H 5.831 -0.432 0.856
H 4.300 0.077 0.133
I -2.226 -1.157 -6.674
C -3.562 -1.451 -5.153
C -4.904 -1.672 -5.412
C -5.829 -1.876 -4.400
I -7.781 -2.215 -4.927
C -5.426 -1.860 -3.013
C -6.289 -2.040 -1.925
C -5.775 -2.033 -0.651
C -4.408 -1.865 -0.462
N -3.570 -1.693 -1.478
C -4.070 -1.680 -2.735
C -3.101 -1.461 -3.804
O -1.893 -1.234 -3.511
H -5.241 -1.689 -6.440
H -7.348 -2.187 -2.088
H -6.412 -2.166 0.212
H -3.987 -1.865 0.533
O 0.520 -3.928 -0.558
C -0.318 -4.362 -1.312
C -0.412 -5.781 -1.818
C -1.640 -5.778 -2.716
C -2.097 -4.337 -2.734
O -3.023 -3.932 -3.418
N -1.342 -3.576 -1.872
H -0.472 -6.463 -0.971
H 0.512 -6.008 -2.349
H -2.461 -6.386 -2.337
H -1.451 -6.099 -3.739
```

[3]
Computed, not measured: 3 unconnected molecules or ions with the total composition C6H10O, with the ωB97M-V functional and the def2-TZVPD basis.

Structure (SMILES): C=CO.C#C.C=C
HOMO level, eV: -9.014
Kohn-Sham gap, eV: 10.0

```
17
C6H10O | the Open Molecules 2025 dataset | the ωB97M-V functional and the def2-TZVPD basis
C -0.595 0.435 -1.925
C -1.521 -0.040 -1.095
O -2.470 0.680 -0.442
H -0.518 1.495 -2.161
H 0.124 -0.237 -2.376
H -1.590 -1.092 -0.838
H -2.390 1.607 -0.705
C 0.604 -2.230 0.722
C -0.065 -3.094 0.218
H 1.179 -1.438 1.153
H -0.666 -3.854 -0.231
C 0.950 1.583 0.810
C 1.689 1.011 1.754
H -0.121 1.728 0.931
H 1.382 1.917 -0.131
H 2.757 0.853 1.626
H 1.252 0.675 2.692
```

[4]
Computed, not measured: a molecular structure, C35H43N10O3PS4W in a non-equilibrium geometry, with the ωB97M-V functional and the def2-TZVPD basis.

Multiplicity: 3
HOMO level (alpha / beta), eV: -7.572 / -8.032
Kohn-Sham gap (alpha / beta), eV: 6.0 / 5.7

```
97
C35H43N10O3PS4W | the Open Molecules 2025 dataset | the ωB97M-V functional and the def2-TZVPD basis
W -0.297 -1.531 0.205
N -0.870 -2.468 4.554
C -0.359 -2.129 3.351
S -1.202 -0.933 2.416
N 0.767 -2.652 2.965
N 1.140 -2.126 1.754
C 2.402 -1.890 1.645
C 2.826 -1.211 0.456
C 4.163 -0.924 0.195
C 4.493 -0.291 -0.982
C 3.472 0.013 -1.877
C 2.173 -0.297 -1.547
N 1.821 -0.873 -0.379
H -1.843 -2.277 4.718
H -0.456 -3.250 5.034
H 3.075 -2.147 2.452
H 4.911 -1.212 0.920
H 5.522 -0.050 -1.214
H 3.675 0.479 -2.830
H 1.384 -0.101 -2.256
S -2.677 -1.231 -0.236
C -3.448 -2.578 0.591
C -4.814 -2.529 0.858
C -5.434 -3.579 1.513
C -4.689 -4.684 1.912
C -3.331 -4.737 1.652
C -2.702 -3.687 0.986
S -1.000 -3.812 0.557
H -5.382 -1.660 0.553
H -6.496 -3.534 1.714
H -5.170 -5.506 2.426
H -2.744 -5.595 1.955
C 0.802 5.181 4.148
C 1.354 4.044 3.284
C 1.780 4.587 1.917
P 0.360 2.475 3.053
C 0.682 1.562 4.645
C 0.822 2.378 5.930
C 1.924 0.690 4.447
C -1.458 2.887 3.114
C -2.107 3.286 4.437
C -1.826 3.873 2.001
H 1.586 5.922 4.325
H 0.451 4.836 5.117
H -0.019 5.697 3.651
H 2.257 3.673 3.785
H 0.927 5.043 1.405
H 2.175 3.796 1.276
H 2.546 5.357 2.024
H -0.182 0.894 4.741
H 1.722 2.997 5.905
H 0.920 1.703 6.784
H -0.028 3.029 6.116
H 2.806 1.308 4.254
H 1.796 0.011 3.602
H 2.126 0.094 5.340
H -1.891 1.922 2.828
H -1.754 4.253 4.794
H -1.933 2.544 5.216
H -3.189 3.365 4.298
H -1.521 4.890 2.243
H -2.908 3.883 1.856
H -1.368 3.600 1.049
N -1.182 1.431 -4.461
C -0.851 1.502 -3.160
C -1.018 0.386 -2.306
N -0.551 0.385 -1.065
C -0.004 1.525 -0.598
C 0.076 2.629 -1.422
N -0.310 2.630 -2.694
H -1.519 0.587 -4.897
H -1.027 2.236 -5.043
H -1.492 -0.504 -2.681
H 0.338 1.543 0.430
H 0.497 3.551 -1.040
O -1.738 -0.415 -9.023
S -0.782 0.113 -8.073
O -1.342 0.508 -6.789
O 0.205 1.028 -8.603
C 0.217 -1.355 -7.650
N 1.134 -1.814 -8.507
C 1.920 -2.785 -8.068
C 1.858 -3.295 -6.773
C 0.835 -2.790 -5.993
N 0.010 -1.854 -6.443
C 0.617 -3.026 -4.544
C 1.613 -3.285 -3.611
C 1.362 -2.993 -2.282
N 0.181 -2.536 -1.845
C -0.843 -2.592 -2.715
C -0.663 -2.779 -4.057
H 2.660 -3.157 -8.769
H 2.554 -4.047 -6.427
H 2.618 -3.548 -3.912
H 2.165 -3.042 -1.558
H -1.823 -2.380 -2.311
H -1.477 -2.635 -4.754
```

Summary of energy relative to the best compared isomer or geometry (same formula, charge and spin) in kcal/mol
19.78 0.00 85.66 19.77
(order as listed above)